{"formula": "C3H11NO", "method": "ωB97M-V/def2-TZVPD", "relative_energy_kj_mol": 66.4, "e_tot_ev": -6826.5575, "spin_multiplicity": 1, "homo_energy_ha": -0.327, "gap_ev": 9.83, "smiles": "CN(C)C.O", "lumo_ev": 0.923, "species": ["C", "N", "C", "C", "H", "H", "H", "H", "H", "H", "H", "H", "H", "O", "H", "H"], "coordinates": [[-0.432859, 1.268093, -0.068085], [0.298342, 0.058898, 0.284661], [-0.212814, -0.559980, 1.487791], [1.702371, 0.302407, 0.378200], [-1.486407, 1.082262, 0.062866], [-0.126662, 2.124185, 0.559960], [-0.270746, 1.487269, -1.125347], [0.329616, -1.488274, 1.650984], [-1.246453, -0.854496, 1.344199], [-0.045733, 0.061900, 2.379185], [2.017170, 0.907945, 1.246543], [2.258162, -0.635796, 0.456474], [2.055339, 0.796059, -0.537224], [-1.284191, -1.138537, -1.942434], [-0.710640, -1.157106, -1.159094], [-0.698947, -1.121385, -2.713751]], "forces_ev_per_angstrom": [[0.4, 0.0, 0.0], [-0.6, -0.1, -0.1], [0.5, -0.3, 0.0], [1.1, -0.1, -0.4], [-0.4, 0.0, 0.0], [-0.1, -0.1, -0.1], [0.1, 0.2, 0.1], [0.2, -0.1, 0.1], [-0.3, 0.3, 0.2], [-0.4, 0.1, 0.1], [-0.3, 0.2, -0.1], [-0.1, -0.1, 0.0], [-0.1, 0.0, 0.2], [0.0, -0.2, -0.3], [0.2, 0.3, -0.2], [-0.1, 0.0, 0.4]]}